63
Properties=species:S:1:pos:R:3:forces:R:3:mulliken_charge:R:1 method="wB97M-V/def2-TZVPD" e_lumo_ha=-0.062 fmax_ev_per_a=1.8 e_homo_ev=-10.0367 orbital_gap_ev=8.34 charge=0 smiles="CCCCCP(C)(F)(CC(=O)Br)OCCC.O=C1C=CC(=O)C=C1.O=C1C=CC(=O)C=C1" energy_ha=-4361.65127
C 3.78083 -1.26771 2.06531 -0.1 0.0 0.0 -1.15
C 4.06992 -0.74874 0.66198 0.2 -0.5 -0.1 -0.55
C 3.32814 -1.55371 -0.42365 0.2 0.3 0.0 -0.78
C 2.05483 -0.91768 -0.99348 -0.1 0.2 0.1 -0.52
C 1.30564 0.01892 -0.02062 0.3 0.1 -0.3 -0.65
P -0.42115 0.24528 -0.55979 0.1 -0.2 -0.5 1.60
C -0.82502 -0.07416 -2.29302 0.1 -0.3 0.3 -1.37
F -0.04593 1.86667 -0.97036 0.0 0.1 0.0 -0.55
C -1.76098 0.95800 0.48513 -0.3 0.3 0.3 -1.22
C -1.27209 1.42756 1.83058 1.5 0.5 -0.2 0.29
O -0.23047 1.99781 2.01536 -1.6 -0.8 0.1 -0.38
Br -2.48731 1.01764 3.31287 0.1 0.2 -0.1 -0.16
O -0.90067 -1.36537 -0.19382 0.1 0.3 0.2 -0.34
C -1.02254 -1.74529 1.16278 -0.3 -0.4 0.1 -0.37
C -0.80042 -3.24668 1.31720 -0.3 0.1 -0.5 -0.78
C 0.36001 -3.80482 0.51299 0.0 -0.4 0.5 -0.73
H 2.72240 -1.22619 2.31775 -0.1 0.1 0.1 0.23
H 4.06769 -2.31647 2.13385 0.1 -0.1 0.0 0.35
H 4.34524 -0.73370 2.82533 0.0 0.1 0.1 0.33
H 3.88859 0.31889 0.57901 -0.1 0.1 0.0 0.33
H 5.13702 -0.88779 0.49147 0.1 0.1 0.0 0.41
H 4.01375 -1.69556 -1.25733 0.0 -0.1 -0.1 0.36
H 3.13914 -2.54853 -0.02715 -0.2 -0.1 0.0 0.30
H 1.37999 -1.67711 -1.37720 0.0 -0.2 0.0 -0.04
H 2.34070 -0.30412 -1.84659 0.0 0.0 -0.2 0.47
H 1.39308 -0.31107 1.00885 -0.3 -0.2 0.1 0.01
H 1.77493 0.99312 -0.07654 0.0 0.1 0.2 0.81
H -0.30986 0.59810 -2.96428 -0.1 0.3 0.0 0.36
H -0.57408 -1.09587 -2.54887 0.0 -0.1 0.1 0.25
H -1.90596 0.00990 -2.38944 -0.1 0.2 -0.1 0.43
H -2.09203 1.86068 -0.02757 0.1 0.1 -0.1 0.58
H -2.62338 0.30936 0.56895 0.1 -0.2 0.1 0.67
H -0.36071 -1.17548 1.82186 0.3 0.0 -0.1 0.33
H -2.04151 -1.54250 1.50393 -0.1 0.1 0.1 0.22
H -0.70971 -3.49829 2.37156 0.1 0.1 0.2 0.37
H -1.71602 -3.73023 0.97198 -0.1 -0.1 0.0 0.31
H 0.22580 -3.65243 -0.55093 0.1 0.2 -0.1 0.14
H 0.41234 -4.88154 0.67615 0.0 -0.1 0.0 0.47
H 1.31232 -3.40046 0.84725 0.1 0.2 -0.1 -0.04
O -5.82452 -3.42197 -5.91658 0.0 0.0 0.0 -0.54
C -4.69308 -3.13464 -5.59552 0.0 0.0 0.0 0.32
C -3.60705 -3.03524 -6.60362 0.0 0.0 0.0 -0.42
C -2.36388 -2.72169 -6.24996 0.0 0.0 0.0 -0.39
C -2.01054 -2.45588 -4.83355 0.0 0.0 0.0 0.39
O -0.87786 -2.16782 -4.51070 0.0 -0.1 -0.2 -0.52
C -3.09456 -2.55860 -3.82302 0.0 0.0 0.0 -0.13
C -4.33763 -2.87204 -4.17748 0.0 0.0 0.0 -0.50
H -3.88805 -3.23234 -7.63018 0.0 0.0 0.0 0.40
H -1.55652 -2.64371 -6.96682 0.0 0.0 0.0 0.43
H -2.81238 -2.37067 -2.79417 0.0 0.0 0.0 0.54
H -5.14413 -2.95404 -3.45999 0.0 0.0 0.0 0.43
O 2.98991 6.25126 2.48997 0.0 0.0 0.0 -0.54
C 2.05148 6.11797 3.24467 0.0 0.0 0.0 0.28
C 1.06959 5.01793 3.07434 0.0 0.0 0.0 -0.23
C 0.04171 4.87620 3.90565 0.0 -0.1 -0.1 -0.18
C -0.16719 5.80601 5.04243 0.0 0.0 0.0 0.25
O -1.10013 5.67416 5.80444 0.0 0.0 0.0 -0.54
C 0.81373 6.90857 5.21237 0.0 0.0 0.0 -0.39
C 1.84090 7.05286 4.38011 0.0 0.0 0.0 -0.40
H 1.23824 4.34250 2.24481 0.0 0.0 0.0 0.52
H -0.67593 4.07474 3.78461 0.0 0.0 0.1 0.42
H 0.64213 7.57700 6.04646 0.0 0.0 0.0 0.41
H 2.56838 7.84760 4.48598 0.0 0.0 0.0 0.41



17
Properties=species:S:1:pos:R:3:forces:R:3:mulliken_charge:R:1 method="wB97M-V/def2-TZVPD" relative_energy_kj_mol=107.6 e_lumo_ha=0.047 fmax_ev_per_a=0.3 e_homo_ev=-9.0727 orbital_gap_ev=10.35 charge=0 smiles=CCN1C[C@H]1C energy_ha=-251.82156
C -1.89552 1.07798 -0.30172 0.0 0.0 0.0 -1.06
C -1.45833 -0.37592 -0.15964 -0.2 0.0 0.1 -0.39
N -0.05941 -0.57103 -0.51730 -0.1 0.1 -0.1 -0.36
C 0.66215 -1.55545 0.27188 0.1 -0.2 0.1 -0.61
C 0.93020 -0.10462 0.43597 0.1 0.2 0.1 0.38
C 2.15367 0.57274 -0.13014 0.0 0.0 0.0 -1.36
H -2.84899 1.23259 0.21434 0.1 0.0 -0.1 0.34
H -1.15942 1.75299 0.14963 -0.1 -0.1 0.0 0.30
H -2.02126 1.36721 -1.34897 0.1 -0.1 0.1 0.29
H -1.65520 -0.71437 0.87377 0.1 0.1 -0.1 0.28
H -2.05732 -1.01262 -0.82212 0.1 0.1 0.1 0.33
H 0.11757 -2.04800 1.08036 0.1 0.1 -0.2 0.26
H 1.35615 -2.19903 -0.26520 -0.1 0.2 0.0 0.25
H 0.54283 0.33225 1.36117 0.0 -0.1 -0.2 0.42
H 2.97739 0.57779 0.59241 -0.1 0.0 -0.1 0.34
H 1.92782 1.61096 -0.39887 0.0 -0.1 0.0 0.27
H 2.48766 0.05654 -1.03559 -0.1 0.1 0.1 0.33



23
Properties=species:S:1:pos:R:3:forces:R:3:mulliken_charge:R:1 method="wB97M-V/def2-TZVPD" relative_energy_kj_mol=876.2 e_lumo_ha=-0.363 fmax_ev_per_a=4.4 e_homo_ev=-12.5417 orbital_gap_ev=2.66 charge=+1 energy_ha=-383.71730
C 1.80432 0.20975 -0.90366 0.7 1.0 -0.5 -0.71
O 2.96966 -0.61460 -0.62325 -1.9 -0.5 -0.2 -0.49
C 0.99552 0.73219 0.30175 1.4 0.0 0.4 0.29
C -0.19598 1.66569 -0.14362 1.5 1.7 -0.8 -0.57
C -1.53445 1.21518 0.35615 -0.2 1.3 2.5 -0.78
C -2.19397 0.13717 -0.51267 1.6 -2.0 2.4 -0.45
N -1.17912 -0.93945 -0.80493 -3.3 2.9 0.1 0.02
N 1.85068 1.56548 1.22339 -1.4 0.1 -0.7 -0.66
H 1.05469 -0.17538 -1.61920 0.6 -0.6 -0.1 0.28
H 2.23665 1.11024 -1.40962 -0.4 -0.5 0.2 0.28
H 2.76322 -1.57616 -0.74852 0.1 1.3 0.2 0.33
H 0.64708 -0.20406 0.85724 0.0 1.1 -0.2 0.29
H -0.31403 1.80272 -1.26798 0.7 -0.2 1.0 0.30
H 0.19369 2.69690 0.26399 -1.5 -1.7 -0.8 0.38
H -1.28201 0.85771 1.39981 -0.7 -0.5 -1.0 0.41
H -2.33388 1.99735 0.59885 1.1 -0.7 -1.0 0.37
H -2.55786 0.73367 -1.42808 0.1 -1.2 0.6 0.39
H -1.51681 -6.42267 1.82184 0.0 0.0 -0.1 0.03
H -3.03690 -0.36443 0.18407 1.0 0.6 -2.3 0.41
H -1.82531 -1.71233 -1.02274 0.3 -0.7 -0.1 0.37
H -1.32040 -6.25211 1.12458 0.0 0.0 0.1 -0.03
H 2.65064 1.08123 1.58803 0.3 -0.2 -0.1 0.27
H 2.12456 2.45593 0.76458 0.0 -1.1 0.4 0.26



11
Properties=species:S:1:pos:R:3:forces:R:3:mulliken_charge:R:1 method="wB97M-V/def2-TZVPD" relative_energy_kj_mol=128.3 e_lumo_ha=-0.163 fmax_ev_per_a=1.9 e_homo_ev=-14.0102 orbital_gap_ev=9.57 charge=+1 energy_ha=-135.45195
N -1.19354 1.17066 -1.25184 0.2 -0.5 -0.5 -0.53
H -2.10266 1.18621 -1.72710 0.1 -0.3 0.1 0.39
H -0.48533 1.45183 -1.94321 -0.1 0.6 0.5 0.39
H -1.26052 1.74743 -0.40654 0.4 0.1 -0.2 0.39
H -0.88972 0.22079 -0.98960 -0.5 0.0 0.3 0.32
C 0.60385 -1.48064 1.21374 -0.3 -0.8 1.2 -0.43
C 1.31299 -0.41544 0.90382 0.6 1.3 -1.2 -0.63
H 0.20617 -1.61274 2.22605 0.3 -0.1 -0.3 0.24
H 0.52316 -2.35091 0.55645 -0.4 0.5 -0.1 0.28
H 1.68864 0.38640 1.57992 -0.8 -0.7 -0.4 0.24
H 1.59697 -0.30359 -0.16168 0.4 -0.1 0.7 0.32



75
Properties=species:S:1:pos:R:3:forces:R:3:mulliken_charge:R:1 method="wB97M-V/def2-TZVPD" relative_energy_kj_mol=33.4 e_lumo_ha="-0.497 / -0.497" fmax_ev_per_a=1.3 e_homo_ev="-19.3080 / -19.3080" orbital_gap_ev="5.78 / 5.78" charge=+4 energy_ha=-3785.96400
Ti 0.08219 0.63371 -0.22695 -0.7 -0.7 0.8 0.41
C -1.39872 1.53645 3.60205 -0.1 0.0 0.1 -1.18
N -1.28019 1.79100 2.13073 0.3 0.6 0.1 0.82
P -2.12202 0.64477 1.22410 0.9 -0.5 -0.8 0.13
C -3.75413 0.33532 1.82596 0.1 0.0 0.1 0.69
C -4.62520 1.41399 2.04780 0.1 0.0 0.0 -0.35
C -5.89926 1.14994 2.50676 0.0 0.0 0.0 -0.76
C -6.29965 -0.16612 2.73827 0.0 0.0 0.0 -0.52
C -5.43069 -1.22872 2.51529 -0.1 0.0 0.0 -0.76
C -4.14690 -0.98829 2.05915 0.1 0.0 0.0 -0.37
C -2.14203 1.14850 -0.55564 -0.1 0.3 -0.2 0.74
C -2.59676 2.36930 -1.08993 0.2 0.0 0.0 -0.67
C -2.94143 2.45177 -2.42959 -0.1 0.0 -0.1 -0.73
C -2.81908 1.34201 -3.26335 -0.1 0.2 0.0 -0.77
C -2.37331 0.12303 -2.75836 0.0 -0.1 0.1 -0.80
C -2.06918 0.00793 -1.40948 -0.1 0.1 -0.1 0.07
P 0.19073 2.45225 1.45361 -0.7 0.4 0.2 0.69
C -0.29491 3.94847 0.59388 0.2 -0.1 0.1 1.27
C 0.44860 4.29660 -0.53802 0.0 0.0 0.1 -0.51
C 0.16859 5.48185 -1.19919 0.0 0.0 0.0 -0.86
C -0.83547 6.32012 -0.72459 0.0 0.0 0.0 -0.69
C -1.55777 5.98506 0.41667 0.0 0.0 0.0 -0.62
C -1.29161 4.79692 1.07990 -0.1 -0.1 0.1 -0.58
C 1.41199 2.79791 2.69507 0.1 -0.2 -0.2 0.26
C 1.21386 3.83059 3.61976 -0.1 0.0 -0.1 -0.30
C 2.22220 4.14045 4.51392 0.0 0.0 0.0 -0.80
C 3.43010 3.45030 4.46862 0.0 0.0 0.0 -0.66
C 3.63917 2.44655 3.52816 0.1 0.0 0.0 -0.82
C 2.63165 2.11264 2.64122 -0.1 0.0 0.0 -0.31
H -2.31591 1.99691 3.96755 0.0 0.0 0.0 0.34
H -0.54528 1.97044 4.11385 0.0 0.0 0.0 0.48
H -1.43031 0.46676 3.81283 0.0 0.0 0.0 0.41
H -4.30943 2.43549 1.86651 0.0 0.0 0.0 0.37
H -6.58777 1.96477 2.68605 0.0 0.0 0.0 0.47
H -7.30131 -0.36067 3.09891 0.0 0.0 0.0 0.45
H -5.75343 -2.24327 2.70499 0.0 0.0 0.0 0.47
H -3.46204 -1.81180 1.89676 0.0 0.0 0.0 0.43
H -2.69507 3.24123 -0.45924 0.0 0.0 0.0 0.52
H -3.32209 3.38378 -2.82760 0.0 0.0 0.0 0.54
H -3.10490 1.41912 -4.30538 0.0 0.0 0.0 0.50
H -2.33178 -0.75021 -3.39689 0.0 0.0 0.0 0.55
H -1.88362 -0.98289 -0.99638 0.0 0.0 0.0 0.45
H 1.27435 3.67030 -0.86766 0.0 0.0 0.0 0.53
H 0.74897 5.77010 -2.06568 0.0 0.0 0.0 0.51
H -1.04087 7.25254 -1.23411 0.0 0.0 0.0 0.50
H -2.31489 6.65884 0.79573 0.0 0.0 0.0 0.49
H -1.84651 4.53761 1.97495 0.0 0.0 0.0 0.38
H 0.28671 4.39222 3.63696 0.0 0.0 0.0 0.47
H 2.07489 4.93002 5.23838 0.0 0.0 0.0 0.47
H 4.22000 3.70887 5.16148 0.0 0.0 0.0 0.45
H 4.59523 1.94216 3.48590 0.0 0.0 0.0 0.48
H 2.79101 1.35645 1.87827 0.1 0.0 0.0 0.50
S 0.54344 -1.25161 1.05829 -0.3 0.2 -0.1 -0.12
C 2.17746 -1.96548 1.05064 0.2 0.1 -0.1 0.17
N 2.39331 -3.03289 0.31558 -0.1 0.1 -0.1 -0.06
C 3.62574 -3.84568 0.41219 0.2 -0.1 0.1 -0.57
C 4.77239 -2.96076 0.86980 -0.1 0.0 0.0 -0.53
C 4.37500 -2.18959 2.11667 0.1 -0.1 0.0 -0.59
N 3.08821 -1.49878 1.87886 0.0 0.0 0.0 -0.07
H 1.64168 -3.37691 -0.26402 0.0 0.0 0.0 0.25
H 3.81920 -4.27651 -0.56769 0.0 0.0 0.0 0.38
H 3.44619 -4.66288 1.11259 0.0 0.0 0.0 0.34
H 5.05967 -2.26874 0.07490 0.0 0.0 0.0 0.25
H 5.64345 -3.57633 1.08645 0.0 0.0 0.0 0.38
H 5.11705 -1.43511 2.36800 0.0 0.0 0.0 0.37
H 4.25722 -2.85530 2.97342 0.0 0.0 0.0 0.34
H 2.81162 -0.77085 2.52199 0.0 0.0 0.0 0.27
S 2.09471 1.25695 -4.22224 -0.3 0.1 0.4 0.02
C 3.07691 0.21914 -3.28368 -0.1 0.0 0.1 -0.24
C 2.52235 0.00639 -2.06799 0.3 -0.1 0.0 -0.89
N 1.32593 0.67324 -1.86832 -0.2 -0.1 0.0 0.64
C 0.99503 1.37736 -2.95138 0.1 0.1 -0.4 -0.30
H 4.00189 -0.17754 -3.67390 0.0 0.0 0.0 0.48
H 2.94555 -0.59990 -1.28182 0.0 0.0 0.0 0.44
H 0.09939 1.98283 -3.01197 0.0 0.0 0.0 0.29